Entry from OMol25: a molecular structure, C25H23BrInN5O4 at a distorted geometry (the ωB97M-V functional and the def2-TZVPD basis).

XYZ file:
```
59
Properties=species:S:1:pos:R:3:forces:R:3
H 16.639 13.951 4.000 -0.044 0.124 -0.471
C 9.656 12.954 5.230 -3.796 2.874 0.676
C 8.122 14.660 6.049 0.499 -0.747 -0.864
H 16.502 9.877 5.674 0.010 0.417 -0.115
C 13.830 7.930 6.106 1.977 -0.258 -0.164
Br 11.372 16.526 4.372 0.557 0.047 0.053
H 14.214 18.348 6.619 0.695 0.809 0.058
H 18.026 20.694 3.191 0.269 0.575 -0.278
C 15.302 16.093 6.026 -0.385 0.737 -0.790
H 7.541 12.596 5.756 0.442 -0.003 -0.364
C 15.489 17.348 5.420 0.775 0.040 -1.755
C 19.817 19.617 3.815 -0.093 1.231 -1.063
C 17.769 19.618 5.005 -2.509 0.673 -0.335
C 16.303 14.945 4.268 -0.517 1.425 0.748
C 8.324 13.329 5.558 0.942 1.165 1.856
H 21.962 17.500 5.368 0.177 0.290 -0.909
H 15.895 12.048 6.229 -0.736 1.106 0.057
C 9.875 11.516 5.162 2.186 -3.635 -0.908
O 11.175 11.169 4.723 -2.755 0.736 0.532
C 21.740 18.101 4.452 0.456 -0.073 1.819
H 20.472 20.159 3.139 0.011 -0.502 -0.341
H 11.883 8.686 6.686 1.192 0.204 -0.211
C 12.956 8.915 6.446 -1.971 0.923 0.751
H 17.357 16.120 2.770 -0.494 0.144 0.278
In 12.151 12.717 3.820 0.761 -0.261 0.870
C 20.356 18.575 4.615 -0.232 0.917 -0.187
O 9.016 10.698 5.459 1.967 1.826 -0.585
H 16.209 18.271 3.592 -0.120 0.202 -0.454
C 16.678 16.144 3.631 -1.166 -0.022 0.382
C 15.467 9.624 5.862 1.788 0.454 -0.230
N 10.553 13.933 4.984 0.826 0.017 -0.530
H 22.442 18.960 4.445 -0.337 -0.442 -0.296
C 15.162 8.303 5.842 -1.144 -1.356 0.074
H 21.885 17.479 3.580 0.061 -0.045 -0.408
N 13.294 10.218 6.548 -0.482 -0.720 -0.386
C 18.278 18.649 5.876 0.464 -2.492 1.271
N 16.484 20.213 5.075 1.902 0.640 1.306
H 14.659 13.620 5.024 -0.223 -0.588 0.694
O 14.805 20.761 6.583 1.257 -1.138 -1.188
C 14.527 10.563 6.205 -1.588 0.503 0.216
H 17.705 18.150 6.712 0.437 1.206 -1.037
H 15.915 7.539 5.637 -0.230 0.323 0.018
C 16.048 17.338 4.087 0.854 -1.244 2.017
C 18.523 20.059 3.896 1.186 -0.664 0.791
H 7.231 14.929 6.610 -0.032 -0.152 -0.334
H 16.639 21.247 5.089 -0.800 -0.840 -0.576
H 9.004 16.677 6.162 -0.235 -0.623 -0.326
N 15.499 14.963 5.368 1.955 -0.018 -0.718
O 14.248 12.711 5.058 -0.523 -0.122 -0.826
C 9.081 15.636 5.814 1.426 -0.064 -0.139
C 15.426 19.899 5.992 -1.312 -0.702 0.962
N 15.094 18.532 6.123 -0.337 -0.286 -0.343
C 10.290 15.243 5.165 -2.163 -1.485 0.542
H 19.859 17.289 6.264 0.121 0.043 0.077
H 13.622 6.881 6.122 -0.607 -0.303 -0.069
H 14.300 12.490 7.106 0.375 -0.050 0.081
H 14.959 15.968 7.037 -0.491 0.268 0.296
C 19.529 18.101 5.632 -1.309 -0.074 0.787
C 14.778 12.046 6.233 1.065 -1.008 -0.011
```
Forces are in eV/Å.

The calculation puts the LUMO energy (spin up / spin down) at -7.59 / -9.70 eV. Its net charge is +2. The spin multiplicity is 1. The calculation puts the largest force on an atom at 4.81 eV/A. For the relative energy (zero: lowest compared OMol25 entry of this formula, charge and spin), the calculation gives 385.0 kJ/mol. Its total energy is -4304.7237 hartree. As for the HOMO energy (spin up / spin down): -13.6 / -13.6 eV.

Mulliken population analysis, charges in e, atoms 1 to 4: number 1, H, carries 0.52; number 2, C, carries 0.61; number 3, C, carries -0.27; number 4, H, carries 0.30

=====

Entry from OMol25: a molecular structure, C25H23Cl5N3SV at a distorted geometry (the ωB97M-V functional and the def2-TZVPD basis).

XYZ file:
```
58
Properties=species:S:1:pos:R:3:forces:R:3
H 2.288 -1.636 4.564 -0.041 0.022 -0.039
H -1.763 -1.694 -2.761 0.044 -0.044 -0.003
H -3.478 3.351 2.751 0.011 0.079 -0.009
H -3.934 -2.515 0.064 0.004 0.022 0.003
Cl -0.958 -2.916 0.517 0.229 0.023 -0.180
C -2.996 -0.993 -1.148 -0.058 -0.228 -0.136
C 2.289 -2.862 -2.578 0.027 0.116 -0.031
C -3.754 -2.284 -0.986 -0.008 0.100 0.031
V -0.627 -0.373 -0.291 -1.852 0.870 -1.064
C 0.269 2.964 -1.716 0.114 -0.042 0.023
C 0.435 -0.927 3.746 0.120 0.065 0.218
Cl 3.542 -2.801 -3.746 0.039 -0.037 -0.028
H 2.306 -0.335 0.494 -0.006 -0.005 -0.019
H -0.142 -1.044 4.653 0.039 0.006 -0.048
H -4.570 -0.173 3.740 0.071 0.072 0.001
H -4.954 2.364 2.599 -0.030 0.010 0.012
C 1.847 -4.102 -2.108 0.106 -0.055 -0.091
H 0.854 2.334 -2.388 -0.051 -0.012 0.065
C 1.786 -1.231 3.694 0.038 -0.085 0.262
H -4.043 0.027 0.409 0.075 0.035 0.067
C -2.014 -0.853 -2.130 0.168 0.279 -0.195
H -2.432 -1.840 3.350 0.064 0.111 -0.006
C -1.881 1.354 2.592 -0.323 -0.501 0.175
H -1.347 2.961 -3.123 0.037 0.072 -0.055
S -0.953 2.680 2.197 -0.063 -0.352 -0.027
H 3.554 -1.156 2.457 -0.050 -0.002 0.032
C -4.026 2.504 3.150 0.195 -0.314 -0.089
C -2.729 1.382 -0.643 -0.005 -0.176 0.355
C 1.708 -1.684 -2.099 0.142 0.106 -0.125
C -3.291 0.121 -0.366 0.245 0.086 0.252
N -1.505 0.010 2.653 0.134 -0.196 0.196
H 0.640 3.985 -1.811 -0.016 -0.038 -0.029
H 0.459 2.642 -0.685 -0.055 0.065 -0.022
C -1.230 2.907 -2.037 0.017 -0.112 0.013
H -4.239 2.671 4.203 -0.008 0.022 0.024
C -3.572 0.036 3.390 -0.143 0.582 -0.144
Cl 0.253 -5.636 -0.513 0.082 -0.023 -0.074
H -0.675 0.487 -3.167 0.056 -0.005 0.008
H -4.726 -2.195 -1.474 0.016 0.029 -0.013
N 0.478 -0.255 1.454 0.667 -0.051 0.807
H -3.228 -3.122 -1.438 0.029 0.019 0.000
C -0.158 -0.406 2.619 -0.021 0.214 -0.035
C -2.533 -0.776 3.207 0.429 0.002 -0.376
C 0.840 -4.156 -1.151 -0.148 -0.072 0.165
Cl 2.542 -5.553 -2.693 -0.003 -0.011 0.004
N -3.180 1.319 2.994 -0.535 0.272 0.212
C -1.798 1.554 -1.653 0.333 -0.166 -0.213
C 2.491 -0.974 2.534 0.070 0.037 -0.149
Cl 2.331 -0.156 -2.700 -0.317 -0.261 0.276
H -1.581 5.016 -1.840 0.010 -0.043 0.037
H -1.831 4.123 -0.338 0.006 0.002 -0.063
H -3.054 2.242 -0.075 0.034 -0.031 0.101
C 0.318 -2.949 -0.729 -0.191 0.121 0.334
C -1.971 4.087 -1.422 -0.072 0.036 0.104
C 1.803 -0.500 1.437 -0.206 0.045 -0.171
H -3.043 4.063 -1.634 0.058 -0.051 -0.001
C 0.681 -1.692 -1.163 0.507 -0.360 -0.496
C -1.387 0.397 -2.358 -0.013 -0.247 0.155
```
Forces are in eV/Å.

Its expectation value of S² is 0.778. The calculation puts the LUMO energy (spin up / spin down) at -3.06 / -3.14 eV. Its net charge is +1. The spin multiplicity is 2. The calculation puts the largest force on an atom at 2.31 eV/A. For the relative energy (zero: lowest compared OMol25 entry of this formula, charge and spin), the calculation gives 127.0 kJ/mol. Its total energy is -4773.6687 hartree. As for the HOMO energy (spin up / spin down): -10.8 / -10.4 eV.

Mulliken population analysis, charges in e, atoms 1 to 4: number 1, H, carries 0.46; number 2, H, carries 0.31; number 3, H, carries 0.33; number 4, H, carries 0.37

=====

Entry from OMol25: a single C25H23ClF3N3O4 molecule (the ωB97M-V functional and the def2-TZVPD basis).

XYZ file:
```
59
Properties=species:S:1:pos:R:3:forces:R:3
O 3.882 0.151 2.090 0.263 -0.233 -0.150
C 0.041 -0.173 -1.867 -0.460 -0.024 0.093
C -6.667 -1.886 0.601 -0.172 -0.078 0.101
C -5.312 0.020 0.161 0.133 0.153 -0.078
H 0.167 -0.763 -2.778 -0.099 0.127 0.154
N -1.527 1.490 -1.064 -0.444 0.187 0.295
H -4.364 3.746 0.516 0.053 0.119 0.023
C 3.635 1.679 -0.608 -0.091 -0.157 -0.119
H 0.708 -2.559 -1.705 -0.068 0.197 0.065
C -2.646 2.402 -1.113 -0.014 0.100 -0.241
C -6.084 0.864 0.951 -0.164 -0.298 0.029
C 3.187 -3.348 -0.012 -0.172 -0.073 0.121
N 0.246 -2.343 -0.833 -0.079 -0.516 -0.159
H 2.509 0.117 3.643 -0.012 0.019 -0.040
C 4.667 -1.651 0.821 -0.032 0.156 0.137
C -0.195 -1.083 -0.649 -0.203 0.006 -0.702
C 2.319 -1.551 1.329 0.077 0.265 0.250
O -0.661 -0.674 0.393 0.031 0.037 0.473
H -2.345 3.364 -0.687 -0.089 -0.041 -0.077
C 3.592 -1.008 1.439 0.018 -0.131 -0.077
C -4.626 2.704 0.415 -0.014 0.048 -0.013
C 4.462 -2.817 0.116 0.028 0.066 -0.008
H -3.617 -0.135 -1.117 0.099 -0.102 -0.066
C 1.331 0.498 -1.501 0.818 -0.021 -0.266
C 2.366 2.135 -0.271 0.558 0.009 -0.002
H -6.952 0.500 1.476 -0.066 -0.071 0.038
O -5.553 -1.306 -0.033 0.232 0.174 -0.118
H 2.023 1.076 2.217 0.009 -0.034 0.036
C 4.870 2.367 -0.103 0.191 0.252 -0.083
F 5.289 3.320 -0.961 -0.092 0.034 -0.162
H -7.603 -1.422 0.274 0.035 -0.008 0.026
C -5.734 2.200 1.067 0.046 0.088 -0.031
H -1.201 1.183 -0.156 0.064 -0.029 -0.179
H 0.630 -4.196 0.043 -0.011 0.054 0.074
H -6.663 -2.933 0.303 -0.043 0.064 0.049
C 2.867 0.774 2.844 -0.160 0.100 0.114
F 4.676 2.982 1.069 -0.235 0.019 0.199
O -1.497 0.989 -3.274 -0.147 0.042 -0.480
H 5.299 -3.313 -0.352 0.096 -0.037 -0.039
C 2.576 -0.016 -1.902 -0.111 0.403 0.269
H 1.468 -1.072 1.786 -0.101 0.095 0.057
N 1.268 1.548 -0.697 -0.290 -0.007 0.020
H 2.227 2.993 0.371 0.099 0.077 0.080
H 3.330 1.658 3.279 -0.079 -0.039 0.004
H 3.029 -4.250 -0.585 -0.028 -0.115 -0.078
H -2.887 2.545 -2.172 0.064 0.073 0.175
H 5.648 -1.211 0.912 0.146 0.042 0.030
C -3.850 1.867 -0.380 -0.065 -0.079 0.067
C -1.093 0.834 -2.141 0.496 -0.372 0.253
H -6.338 2.850 1.682 -0.047 0.046 0.059
C 3.740 0.579 -1.451 -0.162 0.262 0.189
C 0.695 -3.139 0.305 0.056 0.111 0.121
C -4.199 0.534 -0.502 -0.146 -0.084 0.066
H 0.033 -2.921 1.143 0.044 -0.125 -0.080
C 2.114 -2.712 0.591 0.122 -0.226 -0.006
F 5.902 1.531 0.054 0.028 -0.297 -0.033
H -6.589 -1.820 1.691 -0.013 0.011 -0.042
H 4.706 0.187 -1.733 0.035 -0.056 -0.036
Cl 2.702 -1.388 -2.936 0.068 -0.182 -0.299
```
Forces are in eV/Å.

The calculation puts the LUMO energy at 0.11 eV. The spin multiplicity is 1. As for the SMILES: COc1cccc(CNC(=O)C(C(=O)NCc2cccc(OC)c2)c2ncc(C(F)(F)F)cc2Cl)c1. The calculation puts the largest force on an atom at 0.86 eV/A. For the relative energy (zero: lowest compared OMol25 entry of this formula, charge and spin), the calculation gives 3.6 kJ/mol. Its total energy is -2191.5461 hartree. As for the HOMO energy: -8.4 eV.

Mulliken population analysis, charges in e, atoms 1 to 4: number 1, O, carries -0.42; number 2, C, carries 0.65; number 3, C, carries -0.91; number 4, C, carries 0.51

=====

Entry from OMol25: a molecular structure, C25H23ClO2PPb at a distorted geometry (the ωB97M-V functional and the def2-TZVPD basis).

XYZ file:
```
53
Properties=species:S:1:pos:R:3:forces:R:3
C -4.080 -1.154 -2.028 0.460 0.183 0.135
C 1.393 -1.027 -1.312 0.572 -0.399 -0.307
C 1.247 -2.152 3.110 0.531 1.256 -0.362
H -2.064 1.603 -1.743 -0.109 -0.432 -0.131
H 2.327 -2.190 3.254 -0.352 -0.152 -0.004
C 0.300 -1.637 4.048 -0.942 0.576 0.025
H -0.786 3.096 5.169 -0.173 -0.122 0.088
Cl 3.152 1.622 2.418 0.028 0.009 -0.078
C 1.246 3.207 -2.962 0.115 0.068 -0.058
H 0.262 2.615 3.743 -0.288 -0.323 0.588
H -1.256 -2.528 -0.669 -0.235 0.364 -0.224
C -1.001 -1.848 3.518 0.655 0.151 0.569
C 0.201 2.864 -0.408 0.184 -0.324 -0.433
H 0.200 5.007 -0.287 0.040 -0.168 -0.135
C 1.053 1.910 -2.473 -0.051 0.378 0.216
C -1.914 -1.760 -1.092 -0.088 0.343 0.171
C 0.939 4.338 -2.197 -0.113 -0.511 0.154
H 1.658 3.347 -3.958 -0.050 -0.092 0.149
H -5.090 -1.434 -2.352 0.515 0.141 0.187
C 2.153 -2.536 -3.056 0.095 -0.157 -0.089
C -3.207 -2.106 -1.490 -0.040 -0.035 -0.052
H 4.250 -3.133 -3.016 -0.463 0.262 0.266
H 0.947 -3.202 1.161 -0.099 0.224 0.276
C -2.191 1.676 2.425 -3.624 -1.276 -3.174
C 3.448 -2.559 -2.532 -0.463 0.375 0.192
H -1.935 -1.614 4.023 0.182 -0.125 -0.088
O -2.075 2.382 3.400 2.064 -0.750 0.372
H 1.943 -3.119 -3.950 -0.062 0.121 0.143
C 1.127 -1.791 -2.463 0.261 0.018 0.223
H 1.351 1.042 -3.072 -0.216 0.391 0.204
H -0.577 1.264 4.849 0.249 0.160 -0.224
H 2.941 -0.509 0.153 -0.103 -0.143 -0.377
C 3.698 -1.819 -1.372 0.172 -0.020 -0.004
C -0.860 -2.534 2.291 0.847 0.280 -0.253
C 0.429 4.144 -0.911 -0.059 0.230 0.069
C -3.638 0.169 -2.132 -0.197 -0.004 0.097
C -2.363 0.550 -1.710 0.127 -0.324 0.265
P 0.152 0.057 -0.548 0.606 0.126 0.238
H 1.093 5.352 -2.593 -0.052 -0.583 0.214
C 0.503 1.726 -1.195 -0.089 0.403 -0.170
C 2.698 -1.064 -0.761 -0.504 -0.069 -0.219
H -4.321 0.927 -2.508 0.176 -0.110 -0.019
C -1.481 -0.417 -1.189 -0.484 -0.209 -0.230
Pb 0.903 0.588 2.273 -0.496 -2.246 -0.358
C 0.519 -2.681 2.018 -0.873 -0.324 -0.418
C -0.453 2.296 4.516 -1.372 0.847 -0.725
H -1.674 -2.882 1.673 0.028 0.020 -0.015
H -3.552 -3.132 -1.364 0.177 0.212 -0.092
H 0.119 -1.827 -2.886 0.417 0.103 0.100
H 4.697 -1.834 -0.940 -0.222 0.050 -0.026
O -2.747 1.179 1.489 3.127 1.792 3.838
H -0.209 2.766 0.608 0.123 -0.038 -0.499
H 0.525 -1.236 5.030 0.067 -0.147 -0.016
```
Forces are in eV/Å.

The calculation puts the LUMO energy at -6.25 eV. Its net charge is +1. The spin multiplicity is 1. The calculation puts the largest force on an atom at 5.27 eV/A. Its total energy is -2110.9556 hartree. As for the HOMO energy: -10.2 eV.

Mulliken population analysis, charges in e, atoms 1 to 4: number 1, C, carries -0.60; number 2, C, carries 0.64; number 3, C, carries -1.01; number 4, H, carries 0.38